No. 1
{
  "formula": "C33H48Cl2HfOP4",
  "method": "ωB97M-V/def2-TZVPD",
  "orbital_gap_ev": 3.8,
  "total_charge": 2,
  "spin_multiplicity": 1,
  "elements": ["H", "Hf", "H", "H", "C", "H", "H", "H", "H", "C", "C", "C", "H", "H", "P", "C", "H", "P", "H", "C", "C", "H", "H", "C", "P", "H", "H", "H", "H", "H", "C", "C", "C", "H", "P", "C", "H", "C", "H", "C", "O", "H", "C", "C", "H", "C", "H", "C", "H", "C", "H", "H", "H", "C", "H", "H", "H", "Cl", "C", "H", "C", "H", "H", "H", "C", "H", "H", "C", "H", "H", "H", "C", "H", "Cl", "H", "C", "C", "H", "C", "H", "H", "C", "H", "H", "C", "C", "C", "C", "H"],
  "positions_angstrom": [[-1.901, -0.304, 5.078], [-1.949, 0.903, 1.641], [-1.913, 1.426, 5.426], [0.955, 6.337, -0.887], [1.085, -1.684, -2.437], [2.500, 0.199, -0.360], [1.866, 4.527, -3.050], [4.246, -1.473, 2.461], [1.410, 0.638, -5.505], [-1.401, -6.570, -1.404], [2.868, 4.063, -0.087], [-0.090, -1.239, -3.103], [-2.318, 2.219, -2.121], [2.809, 4.265, 0.986], [1.215, 3.976, -0.780], [3.943, -2.161, 1.675], [3.395, 3.117, -0.246], [-0.288, 0.868, 3.712], [3.235, -1.484, -2.239], [-0.160, -4.121, -1.164], [-0.742, 2.735, 0.784], [5.059, -5.011, 0.081], [-5.362, 2.237, 0.593], [-5.234, 1.237, 0.166], [-3.537, 0.996, -0.432], [-4.087, 2.462, -2.295], [2.859, -4.729, -1.051], [-1.008, 3.754, 1.192], [1.316, -0.481, 4.950], [1.995, 2.753, -2.761], [-3.683, -0.456, -1.514], [-2.993, 2.712, 2.644], [-0.769, -4.681, -0.018], [-0.909, -6.438, -3.539], [1.307, -3.173, -1.442], [-0.888, -5.960, -2.564], [-0.182, 3.264, 4.061], [2.351, -1.132, -2.790], [0.598, 0.954, -1.534], [4.424, -4.175, 0.372], [2.132, 1.076, -0.092], [-2.896, -0.455, -2.277], [1.074, -0.327, 3.890], [-0.323, -4.697, -2.462], [-5.930, 1.102, -0.665], [-1.261, 0.573, 5.212], [-2.410, 3.341, 3.309], [-1.372, -5.926, -0.168], [-0.748, -4.154, 0.933], [2.376, -2.907, -0.004], [-5.475, 0.518, 0.955], [0.775, -1.283, 3.449], [-1.831, -7.559, -1.513], [1.300, 0.030, -4.616], [-0.619, 5.493, -1.078], [-0.838, -0.086, -4.751], [-0.582, 0.402, 6.052], [-4.321, 2.128, 3.659], [0.331, 5.506, -0.519], [-4.668, -0.462, -1.999], [-0.072, 0.324, 0.304], [2.083, -1.124, 1.234], [-0.412, -1.505, 0.920], [0.139, 5.643, 0.555], [0.766, 1.179, -0.473], [0.115, -4.183, -3.320], [5.723, -3.377, 1.854], [0.551, 2.450, 4.013], [1.116, 2.409, 4.955], [3.432, 4.880, -0.562], [-3.158, 3.306, -1.013], [2.458, -0.339, -3.915], [1.236, 2.662, 3.184], [-3.260, -1.009, 2.505], [-1.063, -1.618, -2.772], [1.381, 3.654, -2.571], [-0.494, -0.423, 1.263], [1.979, 0.008, 3.367], [0.042, -0.391, -4.187], [-3.576, -1.364, -0.907], [-1.816, -6.430, 0.689], [4.774, -3.236, 1.353], [-3.492, 3.360, 1.925], [0.379, 3.519, -3.016], [2.739, -1.959, 0.988], [-3.260, 2.373, -1.581], [3.204, -4.033, -0.270], [0.296, 2.588, -0.082], [3.455, -0.047, -4.252]],
  "atomic_forces_ev_per_a": [[0.127, 0.089, 0.014], [-6.307, 1.834, 3.880], [0.106, -0.117, -0.058], [-0.224, -0.282, 0.151], [-0.213, 1.196, 0.265], [-0.358, 0.683, 0.048], [-0.210, -0.438, 0.231], [-0.043, -0.090, -0.136], [-0.155, -0.045, -0.012], [0.201, 0.140, -0.431], [0.306, 0.322, 0.038], [0.865, -0.781, 0.978], [-0.199, -0.051, 0.029], [-0.011, -0.042, -0.085], [0.505, -0.667, -0.839], [-0.131, -0.109, -0.183], [-0.229, 0.199, 0.006], [0.405, 0.550, 1.536], [-0.263, 0.190, -0.406], [-1.029, -0.266, -0.599], [1.207, -0.082, -0.331], [0.051, 0.280, 0.361], [0.046, -0.101, -0.088], [-0.207, 0.075, 0.260], [-1.106, 0.169, -1.185], [0.188, 0.005, 0.118], [0.668, 0.218, 0.610], [0.249, -0.953, -0.783], [-0.099, 0.098, -0.299], [-0.297, 0.399, 0.195], [0.144, -0.374, 0.034], [0.314, 0.300, -0.180], [0.661, 0.424, -1.264], [-0.190, -0.136, 0.215], [-0.158, 1.494, -0.178], [-0.295, 0.731, 0.203], [0.147, -0.175, 0.071], [-0.740, -0.611, 0.010], [0.176, -0.011, -0.129], [-0.382, 0.073, 0.292], [-0.045, -0.655, -0.414], [-0.175, 0.047, 0.180], [0.129, -0.322, -0.287], [-0.624, -1.006, 1.161], [0.027, 0.083, 0.044], [-0.198, -0.012, 0.268], [0.302, 0.225, -0.145], [-0.425, -0.386, -0.053], [0.227, -0.304, -0.015], [0.567, -0.674, -0.215], [0.100, 0.027, -0.141], [0.090, -0.009, 0.209], [0.025, 0.063, 0.252], [0.289, 0.075, 0.093], [0.332, 0.008, 0.261], [0.132, -0.026, 0.109], [-0.136, 0.080, 0.009], [-0.399, -0.500, 0.309], [-0.144, 0.217, 0.025], [0.287, 0.020, 0.083], [-0.194, -2.109, 2.378], [0.279, -0.198, -0.049], [-0.456, 0.599, 1.109], [0.038, 0.054, -0.355], [0.788, 1.476, -0.591], [-0.043, -0.392, 0.122], [-0.022, 0.217, 0.122], [0.077, 0.302, 0.085], [-0.112, 0.070, -0.225], [-0.213, -0.211, 0.101], [-0.146, -0.121, -0.115], [-0.016, 0.285, 0.161], [-0.037, -0.072, 0.158], [0.559, 0.551, -0.578], [0.370, 0.028, -0.282], [-0.022, 0.253, 0.022], [5.093, -2.848, -5.586], [-0.228, 0.036, 0.063], [0.058, 0.422, -0.542], [-0.106, 0.101, -0.174], [0.077, 0.182, -0.156], [0.058, -0.332, -0.338], [0.257, 0.208, -0.263], [0.408, 0.039, 0.185], [-0.161, -1.035, -0.676], [0.127, 0.301, -0.105], [0.718, 0.429, 0.956], [-0.644, 0.568, 0.482], [-0.385, 0.111, -0.006]]
}

***

No. 2
{
  "formula": "C24H24AsN3O9PtS",
  "method": "ωB97M-V/def2-TZVPD",
  "orbital_gap_ev": [7.3, 7.3],
  "total_charge": 0,
  "spin_multiplicity": 1,
  "elements": ["C", "C", "H", "O", "C", "C", "H", "C", "H", "H", "C", "H", "N", "C", "O", "O", "H", "Pt", "H", "C", "C", "O", "H", "C", "C", "C", "H", "N", "C", "S", "C", "H", "H", "H", "O", "O", "C", "C", "C", "C", "H", "H", "H", "H", "H", "H", "C", "H", "H", "C", "C", "O", "N", "H", "C", "H", "C", "H", "As", "O", "H", "O", "C"],
  "positions_angstrom": [[0.154, 5.355, -0.493], [2.613, 0.781, 2.823], [0.632, 0.157, 5.494], [4.166, 1.631, 4.890], [-0.865, 3.348, 0.589], [1.679, 1.612, -3.122], [-3.265, 3.426, 3.015], [2.411, 0.458, 0.414], [-1.985, 1.831, 1.665], [-3.181, 2.509, -2.010], [0.146, -0.226, 3.449], [2.568, 1.029, -3.318], [3.090, 1.167, 5.207], [-1.857, 2.900, 1.540], [-0.431, -0.438, 1.200], [-0.124, 2.568, -0.034], [1.508, 5.422, -1.951], [-0.283, 0.117, -0.667], [-3.647, 4.211, -2.233], [-0.617, 3.099, -2.532], [0.655, 3.576, -2.189], [-1.655, -0.286, 4.868], [-1.835, -2.689, -3.599], [-4.053, -3.175, -1.235], [-1.462, -3.097, 0.392], [-0.726, 1.847, -3.120], [0.359, 6.414, -0.372], [0.817, 4.821, -1.530], [2.202, 0.710, 4.139], [-2.521, -0.242, -1.215], [1.787, 0.373, 1.790], [-1.813, -4.125, 0.494], [-1.713, -2.504, 1.267], [-4.621, -2.739, -2.054], [-1.670, -1.639, 3.202], [2.690, 1.071, 6.353], [-1.456, 5.679, 1.275], [-1.338, -3.024, -2.691], [0.493, -0.131, 2.071], [-2.551, 3.794, 2.286], [-3.956, -4.250, -1.378], [-0.331, -2.612, -2.648], [-4.564, -2.969, -0.296], [2.757, 3.225, -2.206], [-0.385, -3.071, 0.251], [-1.696, 1.445, -3.366], [-2.964, 3.431, -2.555], [0.320, 0.130, -3.870], [-1.298, -4.112, -2.662], [0.422, 1.106, -3.410], [1.787, 2.850, -2.507], [-1.662, 3.907, -2.254], [-1.158, -0.751, 3.859], [-2.918, 5.880, 2.800], [-0.721, 4.792, 0.424], [-3.083, 3.260, -3.627], [0.961, 0.209, 4.469], [3.595, 1.153, 2.569], [-2.306, -2.366, -1.164], [3.575, 0.795, 0.303], [-1.299, 6.747, 1.166], [1.696, 0.112, -0.614], [-2.354, 5.206, 2.171]],
  "atomic_forces_ev_per_a": [[-0.151, -0.187, 0.055], [-0.041, -0.029, 0.021], [-0.009, -0.006, 0.011], [0.033, -0.038, -0.018], [0.071, 0.274, -0.067], [0.168, 0.160, 0.058], [-0.001, 0.018, -0.010], [0.058, 0.058, -0.141], [-0.012, 0.004, -0.064], [-0.002, 0.018, 0.007], [-0.067, -0.007, -0.037], [-0.028, 0.002, 0.016], [-0.056, 0.127, 0.028], [-0.014, 0.072, 0.081], [0.059, -0.267, 0.200], [0.089, 0.133, 0.515], [0.004, 0.015, 0.017], [-0.056, -0.263, -1.262], [-0.007, 0.006, 0.009], [0.249, 0.261, -0.072], [-0.094, 0.046, -0.118], [0.021, 0.002, -0.069], [-0.010, 0.002, -0.007], [0.007, 0.063, -0.049], [-0.007, -0.085, -0.073], [0.001, -0.171, 0.085], [-0.004, -0.005, -0.044], [-0.175, 0.108, 0.158], [0.013, -0.037, 0.009], [-0.139, 0.014, 0.367], [0.074, -0.006, 0.004], [0.027, -0.003, 0.024], [-0.031, -0.011, -0.037], [0.001, -0.006, -0.023], [0.039, 0.007, 0.075], [0.010, -0.052, -0.003], [-0.112, 0.029, 0.097], [-0.015, 0.019, 0.018], [-0.132, 0.277, 0.130], [-0.005, -0.100, 0.022], [0.004, 0.000, 0.008], [0.010, 0.013, 0.013], [0.005, 0.000, 0.016], [0.001, -0.004, 0.010], [0.011, 0.020, -0.013], [-0.008, -0.009, -0.041], [0.015, -0.033, 0.043], [-0.005, 0.057, -0.058], [-0.004, -0.007, 0.006], [-0.077, -0.313, 0.210], [0.013, -0.223, -0.167], [-0.027, 0.026, 0.038], [-0.083, 0.025, 0.049], [0.008, -0.006, -0.001], [0.200, -0.077, -0.202], [0.003, -0.001, -0.002], [0.036, -0.026, -0.038], [0.011, 0.000, -0.013], [0.002, -0.064, 0.043], [-0.046, -0.014, 0.065], [0.007, -0.015, 0.019], [0.114, 0.129, 0.168], [0.061, 0.076, -0.066]]
}

***

No. 3
{
  "formula": "C5H6NO",
  "method": "ωB97M-V/def2-TZVPD",
  "orbital_gap_ev": 8.4,
  "total_charge": 1,
  "spin_multiplicity": 1,
  "elements": ["C", "H", "H", "C", "N", "C", "H", "C", "C", "H", "O", "H", "H"],
  "positions_angstrom": [[0.273, 2.421, 0.645], [-1.379, -2.572, -0.803], [-0.859, -2.817, 1.038], [0.417, 1.324, -0.297], [-0.448, -0.924, 0.343], [1.040, 2.648, -0.430], [0.316, -2.826, -0.276], [-0.617, -2.306, 0.077], [0.210, -0.001, -0.586], [0.556, -0.350, -1.596], [-0.838, -0.577, 1.444], [-0.042, 2.780, 1.654], [1.369, 3.200, -1.212]],
  "atomic_forces_ev_per_a": [[0.954, -0.932, -0.028], [1.334, 1.075, 2.095], [-0.276, 0.657, -0.906], [0.440, 2.506, 2.533], [1.094, 3.342, -0.382], [-3.555, -3.964, 1.381], [-0.504, 1.061, 0.215], [-0.421, -3.970, -2.124], [-0.571, -1.562, -0.324], [-0.639, -0.305, 1.476], [0.427, 0.525, -0.986], [0.064, -0.388, -1.237], [1.654, 1.953, -1.713]]
}